(1)
10
Properties=species:S:1:pos:R:3:forces:R:3 method="wB97M-V/def2-TZVPD" molar_mass_g_mol=97.1 multiplicity=1 lumo_ev=-0.56 charge=0 e_tot_ev=-9674.3640 homo_energy_ev=-9.5
N 2.404566 0.394989 1.003805 -0.278 0.152 -0.374
C 1.525070 0.748727 0.226886 0.027 0.007 0.039
N 0.560796 1.129846 -0.428948 0.579 -0.105 0.422
N -0.047516 0.279070 -1.329673 -0.349 -0.337 0.003
O -1.422442 0.346613 1.332197 -0.101 -0.423 -0.405
C -1.612611 -0.474044 0.467938 0.062 0.304 0.426
C -1.027496 -0.421683 -0.910476 0.193 0.151 -0.224
H 3.360584 0.418073 0.655565 -0.135 0.084 0.046
H -2.267548 -1.350796 0.645786 0.016 0.089 -0.044
H -1.473401 -1.070799 -1.663084 -0.013 0.078 0.111



(2)
22
Properties=species:S:1:pos:R:3:forces:R:3 method="wB97M-V/def2-TZVPD" molar_mass_g_mol=118.2 multiplicity=2 lumo_ev="-4.11 / -8.51" charge=+1 s_squared=0.77 e_tot_ev=-10533.6979 homo_energy_ev="-13.7 / -13.7"
C 0.429890 2.063276 1.249714 -0.015 1.265 -0.094
C 1.595832 1.337055 0.680368 -0.214 0.234 1.225
C 2.856673 1.841423 0.731899 1.393 -0.805 -0.636
C 1.291988 -0.958645 1.388844 -0.402 -0.639 1.269
C 1.442851 -0.074739 0.363220 -0.032 0.216 -0.796
C 1.529515 -0.454495 -1.059209 1.016 -0.143 -0.526
H 0.593972 3.143670 1.147480 0.222 -0.104 -0.122
H 0.338986 1.968414 2.334103 -0.185 -0.534 0.017
H -0.506292 1.883341 0.729208 -0.070 -0.484 0.193
H 3.687043 1.197383 0.441925 -0.219 -0.020 -0.242
H 3.248724 2.760607 1.150802 -0.883 0.310 0.095
H 1.262783 -2.040172 1.316151 0.122 0.040 -0.749
H 1.256681 -0.683480 2.437743 -0.076 0.596 -0.155
H 1.374773 -1.504531 -1.293743 -0.261 -0.015 0.287
H 2.536560 -0.230552 -1.455298 0.025 0.087 0.244
H 0.914685 0.194354 -1.672947 -0.436 0.011 -0.010
H -3.754605 -0.888200 -0.914066 0.006 -0.081 0.161
H -4.551704 0.294680 -0.395188 -0.143 0.007 -0.098
O -4.319878 -0.165638 -1.208340 0.195 0.076 0.099
H -1.831974 -2.998156 -1.525974 0.949 -0.329 -0.642
H -3.094651 -2.288026 -2.105342 0.188 -0.179 -0.564
O -2.698638 -2.692521 -1.334378 -1.180 0.493 1.043



(3)
115
Properties=species:S:1:pos:R:3:forces:R:3 method="wB97M-V/def2-TZVPD" molar_mass_g_mol=907.8 multiplicity=1 lumo_ev=-4.24 charge=+1 e_tot_ev=-116004.7310 homo_energy_ev=-11.1
Na 0.933066 -0.533641 -3.430618 -0.958 0.569 0.143
Na 1.156503 -3.637444 -1.405629 -1.181 -0.270 0.325
Na 3.812237 0.661661 0.846131 -0.525 0.008 0.150
C -3.473282 -2.613743 -2.108082 1.712 0.852 -1.532
F -4.205352 -1.647850 -2.591169 -1.200 1.075 -1.092
F -3.238676 -2.259248 -0.871201 0.151 -0.839 1.921
F -4.102521 -3.746395 -2.265334 -0.338 -0.811 0.750
S -1.872466 -2.665699 -3.063187 -0.202 -1.663 -1.381
O -1.350741 -1.303599 -3.112776 0.165 0.227 0.088
O -1.005530 -3.566350 -2.268860 -0.220 0.565 -0.415
O -2.323820 -3.198524 -4.351740 0.801 0.651 1.458
C -1.081962 -0.115761 0.650871 1.133 0.886 -0.899
F -1.099605 -1.275114 1.234701 -0.192 -1.197 0.608
F -2.130994 -0.005882 -0.164144 0.977 0.365 0.603
F -1.081960 0.840453 1.595323 -0.191 -0.230 -0.758
S 0.636192 -0.032957 -0.290874 0.918 -2.063 2.358
O 0.775966 -1.278348 -1.054804 0.021 -0.188 0.184
O 0.654297 1.101340 -1.125585 -0.322 1.952 -1.090
O 1.664547 -0.003243 0.818198 -1.213 0.207 -1.155
C 2.994430 -6.301568 -2.104294 0.993 -0.506 -0.155
O 1.787049 -6.209905 -1.351804 1.215 1.085 -0.552
C 2.111925 -6.105306 0.023973 -2.781 -0.939 1.417
C 0.731247 -6.047097 0.767590 -0.626 0.867 -0.188
O -0.011004 -4.835991 0.515605 0.122 0.437 0.214
C -1.336401 -4.881450 1.119539 0.817 0.670 -0.291
H 2.955027 -6.146590 -3.182504 -1.100 0.070 0.057
H 3.459509 -7.280717 -1.989885 -0.110 -0.219 0.197
H 3.752943 -5.593394 -1.770751 0.002 0.325 0.381
H 2.790629 -5.309100 0.329787 -0.031 0.582 -0.431
H 2.565679 -7.012854 0.422156 0.247 -0.316 -0.305
H 0.811853 -6.128914 1.851522 0.511 -0.249 0.074
H 0.011378 -6.780827 0.404920 0.754 -0.906 -0.099
H -1.303743 -4.879712 2.209047 0.431 -0.346 0.183
H -1.905863 -5.744945 0.775761 0.024 0.046 -0.176
H -1.824728 -3.939068 0.871417 -0.032 -0.234 -0.447
C -2.278530 -0.875038 4.717617 -0.131 0.109 -0.176
O -2.150265 0.135337 5.718967 0.174 0.184 -0.271
C -0.814128 0.574807 5.885793 1.211 -0.672 0.247
C -0.556186 1.778455 6.793630 -2.037 0.486 0.563
O -1.012541 1.634029 8.153325 1.199 -1.614 0.589
C -0.288886 0.598301 8.906968 -0.705 -0.429 -0.809
H -3.178585 -1.463163 4.896830 0.114 0.087 0.369
H -1.423755 -1.544353 4.620360 0.237 -0.170 0.664
H -2.384097 -0.503265 3.698435 -0.085 0.743 -0.034
H -0.321684 0.750337 4.929352 -0.135 0.424 -0.445
H -0.228260 -0.249329 6.292784 0.050 -0.446 0.195
H -1.160878 2.605434 6.421416 -0.242 0.064 0.002
H 0.447138 2.204304 6.783890 0.516 -0.758 -0.237
H -0.397885 -0.412392 8.513618 -0.007 0.002 -1.157
H -0.734402 0.325460 9.863618 -0.154 1.441 0.343
H 0.786665 0.756441 8.986224 -0.025 0.539 0.123
C -1.901243 2.360922 -2.609012 0.549 0.899 0.351
O -3.005459 3.017689 -3.140169 -1.572 -0.018 -0.876
C -3.545459 2.284166 -4.249544 -1.139 1.589 -1.014
C -4.645738 3.184356 -4.984420 0.629 -0.505 0.784
O -5.085719 2.648974 -6.232860 0.497 0.700 -0.173
C -6.095340 3.498542 -6.870448 1.046 -1.113 0.819
H -1.112371 2.429728 -3.358046 0.288 -0.954 -0.016
H -2.156513 1.377770 -2.213615 0.320 -0.270 -0.394
H -1.529343 2.973239 -1.787519 -0.185 0.016 0.286
H -4.051378 1.375455 -3.923362 0.353 -0.282 0.023
H -2.754029 2.112766 -4.979168 0.118 -0.432 0.013
H -4.245760 4.191479 -5.102039 0.198 0.117 -0.137
H -5.471620 3.258923 -4.276992 -0.370 0.062 0.001
H -6.880495 3.494225 -6.114406 -0.653 0.458 -0.693
H -6.322588 3.056983 -7.840749 -0.409 -0.466 0.427
H -5.757237 4.496235 -7.150420 0.335 0.242 0.653
C 2.978170 -0.766410 5.503130 0.339 0.066 -0.647
O 2.945322 -1.813934 4.554638 -0.542 -0.666 -0.203
C 1.699913 -1.883031 3.854151 -0.058 0.488 0.186
C 1.632257 -3.084406 2.915357 -0.023 0.611 1.745
O 1.721320 -4.309608 3.626412 0.861 -0.572 -0.621
C 3.057460 -4.801962 3.777765 0.292 0.511 0.253
H 2.907097 0.181945 4.970522 -0.239 0.405 0.020
H 3.967497 -0.780487 5.960445 -0.222 -0.181 0.263
H 2.165561 -0.832893 6.226550 0.076 -0.088 0.166
H 1.606032 -0.971495 3.263908 -0.092 0.219 -0.429
H 0.832164 -1.850579 4.512979 0.113 -0.324 0.536
H 2.463406 -2.860570 2.246638 0.014 -0.851 -0.710
H 0.639754 -3.110769 2.465537 0.282 0.285 -0.500
H 3.547922 -4.317826 4.622254 -0.043 -0.007 0.097
H 3.674993 -4.579414 2.907578 -0.067 0.157 -0.336
H 3.128608 -5.880897 3.915399 -0.711 -0.002 0.076
C 1.096405 3.401374 2.570755 -1.789 0.535 1.208
O 1.169170 4.440503 1.656676 0.843 -0.142 -1.510
C 0.959434 4.078550 0.277797 0.365 2.274 1.060
C 0.888378 5.429850 -0.509738 0.478 -1.121 -0.295
O 2.096789 6.170661 -0.368696 0.273 0.031 -0.261
C 2.243746 7.395045 -1.129486 -0.920 -0.472 0.500
H 0.029355 3.234539 2.717965 -0.310 -0.875 -0.049
H 1.354641 3.808843 3.548184 0.689 -0.081 -0.071
H 1.582206 2.443688 2.383835 0.396 0.043 -0.459
H 0.056492 3.485003 0.134676 -0.254 0.111 0.022
H 1.797174 3.494255 -0.102833 0.281 -0.114 0.031
H -0.009987 6.007212 -0.291355 0.044 0.098 0.406
H 0.769476 5.044780 -1.522499 -0.006 0.382 -0.678
H 1.536899 8.138534 -0.761124 -0.168 0.064 0.029
H 2.056250 7.265661 -2.195416 -0.001 -0.290 -0.117
H 3.236607 7.826134 -1.001010 0.059 -0.534 0.226
C -0.796172 0.370525 -6.126252 -1.239 -0.141 -0.258
O -0.037237 1.075149 -5.135931 0.365 -0.410 -0.246
C 1.133128 1.633903 -5.752546 -0.245 -0.099 0.249
C 1.974339 2.434665 -4.793983 -1.351 -0.229 -0.067
O 2.247989 1.588174 -3.676544 -0.533 -0.351 -1.924
C 2.884907 2.259783 -2.682869 0.902 0.604 1.737
H -0.238653 -0.419440 -6.629477 0.419 0.334 -0.256
H -1.312992 1.050905 -6.803068 0.818 0.382 -0.560
H -1.693283 -0.144147 -5.782163 0.386 -0.057 1.339
H 0.839479 2.300256 -6.563623 0.063 -0.185 -0.314
H 1.760586 0.811464 -6.096059 0.010 -0.119 -0.539
H 1.426990 3.328106 -4.493548 -0.189 0.011 0.502
H 2.831095 2.821165 -5.345981 0.578 -0.399 0.240
H 3.879534 2.597653 -2.973808 0.241 -0.010 -0.062
H 2.937763 1.566030 -1.843810 0.278 0.057 0.154
H 2.332758 3.124475 -2.314693 -0.218 0.152 -0.098